[1]
One molecule with the formula C4H6O2 in a non-equilibrium geometry, computed with the ωB97M-V functional and the def2-TZVPD basis.

As for the maximum force: 1.5 eV/A. Its SMILES is C1=COCCO1. The calculation puts the LUMO energy at 1.018 eV. For the HOMO-LUMO gap, the calculation gives 9.343 eV. The value obtained for the energy above the lowest of the compared OMol25 structures with the same formula, charge and spin is 166.5 kJ/mol.

```
12
Properties=species:S:1:pos:R:3:forces:R:3
C -0.674334 0.551303 0.999067 0.465 -0.649 0.509
C -0.908935 -0.862584 0.453519 -1.348 -0.060 0.674
C 1.022775 -0.468140 -0.748401 0.609 -0.542 -0.218
C 0.744849 0.826062 -0.791720 -0.380 -0.088 0.046
H 0.139676 0.457914 1.768139 -0.567 0.325 -0.544
H -1.562876 1.004789 1.446733 0.145 -0.190 -0.109
H -1.273898 -1.581109 1.224408 0.354 0.656 -0.344
H -1.689022 -0.837489 -0.325210 0.267 0.118 -0.013
H 1.895138 -0.917900 -1.231041 -0.498 0.281 0.054
H 1.225111 1.518530 -1.442908 0.453 0.279 -0.195
O 0.283086 -1.381429 -0.050426 0.670 -0.334 -0.085
O -0.263119 1.390856 -0.063939 -0.170 0.205 0.224
```
Positions in Å, forces in eV/Å.

These are the natural (NBO) partial charges, in e, on atoms 1 to 6:
1. C -0.103
2. C -0.099
3. C 0.019
4. C 0.012
5. H 0.178
6. H 0.203

[2]
C4H6O2 as an isolated structure in a non-equilibrium geometry, computed with the ωB97M-V functional and the def2-TZVPD basis.

As for the maximum force: 7.7 eV/A. The calculation puts the LUMO energy at -0.170 eV. For the HOMO-LUMO gap, the calculation gives 9.927 eV. The value obtained for the energy above the lowest of the compared OMol25 structures with the same formula, charge and spin is 501.8 kJ/mol.

```
12
Properties=species:S:1:pos:R:3:forces:R:3
C 1.989027 0.093369 -0.032796 0.446 0.032 1.289
C 0.516400 0.435996 -0.148040 3.091 0.192 0.091
C -0.407660 -0.432301 0.208043 -0.663 4.578 -0.708
C -1.608049 0.292414 0.041456 -6.587 3.973 0.455
H 2.185474 0.170702 1.350634 -0.236 -0.418 -4.613
H 2.061292 -1.342715 -0.459090 0.438 4.766 1.296
H 2.603680 1.066406 -0.575683 -1.092 -3.637 1.428
H 0.086775 1.395862 -0.501487 1.285 -0.182 0.712
H -0.308536 -1.385474 0.003478 0.425 -4.972 0.115
H -2.520091 -1.367115 0.155207 -0.566 -0.065 -0.292
O -2.820110 -0.488380 -0.127345 2.768 0.916 0.610
O -1.778206 1.561240 0.085627 0.692 -5.184 -0.384
```
Positions in Å, forces in eV/Å.

These are the natural (NBO) partial charges, in e, on atoms 1 to 6:
1. C -0.677
2. C -0.043
3. C -0.444
4. C 0.750
5. H 0.262
6. H 0.235

[3]
One molecule with the formula C4H6O2, computed with the ωB97M-V functional and the def2-TZVPD basis.

As for the maximum force: 0.6 eV/A. Its SMILES is O=COC1CC1. The calculation puts the LUMO energy at 1.060 eV. For the HOMO-LUMO gap, the calculation gives 11.233 eV. The value obtained for the energy above the lowest of the compared OMol25 structures with the same formula, charge and spin is 184.9 kJ/mol.

```
12
Properties=species:S:1:pos:R:3:forces:R:3
O -1.401446 -0.558396 -1.477768 -0.418 0.347 0.287
C -1.661334 0.228568 -0.606767 -0.203 -0.274 -0.400
O -1.308968 0.132080 0.692735 -0.087 0.047 -0.131
C 0.071174 -0.133290 0.962459 0.160 0.042 0.010
C 0.992486 0.641994 0.080319 0.131 0.194 -0.045
C 0.910517 -0.860384 -0.036998 0.054 -0.154 -0.068
H -2.224712 1.149049 -0.811665 -0.243 -0.101 0.235
H 0.212657 -0.244359 2.033873 -0.007 0.051 -0.310
H 0.431756 1.191161 -0.673194 0.397 0.004 -0.017
H 1.876032 1.166329 0.423892 -0.056 -0.258 0.184
H 0.365524 -1.237153 -0.891532 0.374 -0.080 0.109
H 1.736314 -1.475598 0.304646 -0.101 0.184 0.146
```
Positions in Å, forces in eV/Å.

These are the natural (NBO) partial charges, in e, on atoms 1 to 6:
1. O -0.561
2. C 0.645
3. O -0.514
4. C 0.076
5. C -0.447
6. C -0.459

[4]
One molecule with the formula C4H6O2, computed with the ωB97M-V functional and the def2-TZVPD basis.

As for the maximum force: 0.6 eV/A. Its SMILES is O=COC1CC1. The calculation puts the LUMO energy at 1.089 eV. For the HOMO-LUMO gap, the calculation gives 11.795 eV. The value obtained for the energy above the lowest of the compared OMol25 structures with the same formula, charge and spin is 143.4 kJ/mol.

```
12
Properties=species:S:1:pos:R:3:forces:R:3
O -2.152551 -0.641498 -0.999772 0.391 0.358 -0.186
C -1.409121 0.218639 -1.381860 -0.320 -0.276 -0.057
O -0.648067 1.007415 -0.597252 0.097 -0.109 -0.161
C -0.228980 0.344138 0.581664 0.018 -0.127 0.247
C 1.232495 0.431272 0.856293 0.130 0.118 0.097
C 0.632598 -0.842172 0.316590 0.024 -0.233 0.009
H -1.191994 0.438877 -2.434407 -0.361 0.207 -0.055
H -0.951557 0.331159 1.391414 0.104 0.018 -0.161
H 1.818554 1.033214 0.167994 -0.092 -0.112 0.126
H 1.562266 0.454021 1.889344 -0.086 0.047 -0.124
H 0.823824 -1.057350 -0.732186 -0.037 -0.013 0.235
H 0.512535 -1.717716 0.942177 0.132 0.121 0.030
```
Positions in Å, forces in eV/Å.

These are the natural (NBO) partial charges, in e, on atoms 1 to 6:
1. O -0.558
2. C 0.652
3. O -0.510
4. C 0.061
5. C -0.431
6. C -0.437

[5]
One molecule with the formula C4H6O2 in a non-equilibrium geometry, computed with the ωB97M-V functional and the def2-TZVPD basis.

As for the maximum force: 1.4 eV/A. Its SMILES is O=C1CCCO1. The calculation puts the LUMO energy at 0.853 eV. For the HOMO-LUMO gap, the calculation gives 11.165 eV. The value obtained for the energy above the lowest of the compared OMol25 structures with the same formula, charge and spin is 20.4 kJ/mol.

```
12
Properties=species:S:1:pos:R:3:forces:R:3
O 2.507868 -0.642492 -0.461878 -0.140 0.391 0.296
C 1.379392 -0.392646 -0.143466 0.614 0.242 -0.785
O 0.576528 -1.325945 0.367358 -0.248 -1.269 0.612
C -0.787881 -0.974843 0.194589 -0.086 0.941 -0.966
C -0.780402 0.563537 0.277094 -0.031 -0.855 0.736
C 0.606873 0.904760 -0.299050 -1.316 -0.115 0.264
H -1.435650 -1.462205 0.914347 0.242 -0.135 0.151
H -1.068705 -1.269065 -0.825546 -0.146 -0.209 0.211
H -0.864302 0.791319 1.342802 0.013 0.422 -0.161
H -1.633517 0.959582 -0.268398 0.116 0.296 0.066
H 1.090233 1.707802 0.247147 0.178 0.143 -0.336
H 0.409564 1.140197 -1.345000 0.804 0.148 -0.090
```
Positions in Å, forces in eV/Å.

These are the natural (NBO) partial charges, in e, on atoms 1 to 6:
1. O -0.554
2. C 0.786
3. O -0.488
4. C -0.067
5. C -0.421
6. C -0.535

[6]
One molecule with the formula C4H6O2, computed with the ωB97M-V functional and the def2-TZVPD basis.

As for the maximum force: 0.7 eV/A. The calculation puts the LUMO energy at 0.800 eV. For the HOMO-LUMO gap, the calculation gives 10.458 eV. The value obtained for the energy above the lowest of the compared OMol25 structures with the same formula, charge and spin is 335.4 kJ/mol.

```
12
Properties=species:S:1:pos:R:3:forces:R:3
O -0.968493 -0.249305 1.605887 0.004 0.029 0.188
C -0.008535 -0.685073 0.688172 0.158 -0.105 -0.117
C -0.327981 -0.633521 -0.824043 -0.401 -0.256 -0.254
C -0.320945 0.896385 -0.780680 -0.114 0.215 -0.058
C 0.883690 0.375057 -0.001242 0.245 0.537 0.186
O 1.131137 -0.616321 -1.052347 0.056 0.018 -0.130
H -0.482408 0.000295 2.403505 -0.285 -0.070 -0.071
H 0.470332 -1.629274 0.982068 0.116 0.347 -0.028
H -0.918407 -1.307345 -1.447782 0.083 0.027 0.189
H -0.032672 1.396278 -1.706867 -0.206 -0.109 0.034
H -1.095659 1.406266 -0.208175 0.005 -0.099 -0.130
H 1.669942 1.046558 0.341504 0.338 -0.533 0.192
```
Positions in Å, forces in eV/Å.

These are the natural (NBO) partial charges, in e, on atoms 1 to 6:
1. O -0.711
2. C 0.076
3. C 0.065
4. C -0.430
5. C 0.046
6. O -0.517

- What is the LUMO energy in the sixth record?
  0.800 eV